1.
{"formula": "C7H10O", "method": "the ωB97M-V functional and the def2-TZVPD basis", "homo_ev": -9.0, "energy_ev": -9462.630, "spin_multiplicity": 1, "species": ["C", "C", "C", "C", "C", "C", "C", "O", "H", "H", "H", "H", "H", "H", "H", "H", "H", "H"], "positions_angstrom": [[2.094, -0.262, 0.721], [0.463, -0.251, 0.348], [-0.160, 1.100, 0.639], [-1.193, 1.061, -0.772], [-1.636, -0.406, -0.582], [-0.792, -1.021, 0.479], [-0.604, -0.017, -1.659], [0.649, -0.258, -1.200], [2.443, 0.158, 1.833], [2.792, -1.353, 0.960], [2.783, 0.338, -0.179], [0.628, 1.933, 0.542], [-0.672, 1.336, 1.518], [-1.851, 1.921, -1.084], [-2.475, -0.965, -0.403], [-0.506, -2.050, -0.036], [-1.221, -0.899, 1.547], [-0.741, -0.365, -2.671]], "atomic_forces_ev_per_a": [[3.282, -1.297, 1.868], [3.508, 2.240, -1.620], [2.007, 3.389, -5.578], [-0.604, 0.342, 2.287], [2.575, 1.519, 0.201], [1.798, -3.668, 0.780], [-1.564, 0.003, 1.161], [1.095, -0.974, 2.284], [-1.619, -0.288, -2.984], [-2.761, 2.661, -1.469], [-2.551, -1.742, 2.794], [-1.122, -1.057, -0.110], [-1.084, -0.467, 1.349], [0.832, -1.163, 0.502], [-3.084, -0.483, -1.488], [-1.124, 1.066, 2.128], [0.670, -1.050, -1.780], [-0.253, 0.970, -0.325]]}

---

2.
{"formula": "C7H10O", "method": "the ωB97M-V functional and the def2-TZVPD basis", "homo_ev": -8.6, "energy_ev": -9463.600, "spin_multiplicity": 1, "species": ["C", "C", "C", "C", "O", "C", "C", "C", "H", "H", "H", "H", "H", "H", "H", "H", "H", "H"], "positions_angstrom": [[0.762, -0.748, -1.376], [1.442, 0.453, -1.356], [1.144, 1.594, -0.413], [0.201, 0.854, 0.476], [-0.725, 1.226, 1.448], [-1.459, -0.063, 1.560], [-1.227, -1.155, 0.512], [-0.305, -1.399, -0.487], [1.110, -1.418, -2.159], [2.307, 0.527, -2.003], [2.065, 1.881, 0.055], [0.570, 2.523, -0.857], [-0.481, 0.438, -0.322], [0.935, 0.090, 0.940], [-2.609, 0.170, 1.547], [-1.260, -0.477, 2.519], [-1.929, -1.981, 0.679], [-0.541, -2.516, -0.763]], "atomic_forces_ev_per_a": [[0.562, 0.433, 0.568], [-1.156, -1.280, -0.063], [-1.592, 1.905, -0.415], [0.755, -1.443, -0.433], [-0.878, -0.881, 0.367], [-2.184, 1.777, -1.020], [1.214, 0.060, -0.531], [-1.861, -2.927, -0.533], [-0.059, -0.149, 0.271], [-0.187, 0.144, -0.312], [0.450, 0.657, 0.270], [1.478, -1.646, 0.295], [1.241, 1.052, 1.240], [-1.471, 0.638, -0.536], [2.033, -0.211, 0.039], [0.339, -0.415, 0.918], [0.344, 0.214, 0.147], [0.972, 2.070, -0.274]]}

---

3.
{"formula": "C7H10O", "method": "the ωB97M-V functional and the def2-TZVPD basis", "homo_ev": -9.1, "energy_ev": -9464.344, "spin_multiplicity": 1, "species": ["C", "C", "C", "O", "C", "C", "C", "C", "H", "H", "H", "H", "H", "H", "H", "H", "H", "H"], "positions_angstrom": [[-2.678, -1.213, 0.099], [-1.586, -0.430, 0.363], [-1.123, 0.618, -0.532], [-0.412, 1.694, 0.212], [0.400, 0.897, -0.746], [1.522, 0.011, -0.025], [1.560, 0.110, 1.334], [2.157, -1.233, -0.675], [-3.559, -1.312, -0.826], [-2.797, -2.024, 0.810], [-0.967, -0.570, 1.308], [-1.638, 1.053, -1.348], [0.718, 1.322, -1.738], [0.992, 0.901, 1.983], [2.077, -0.758, 1.847], [2.819, -0.963, -1.478], [2.723, -1.940, 0.052], [1.424, -1.823, -1.212]], "atomic_forces_ev_per_a": [[-0.647, -0.322, -1.087], [-1.713, -1.341, -0.487], [3.843, 1.542, 1.126], [0.760, -1.051, -2.511], [0.009, -0.936, 1.615], [-2.262, -0.081, 1.696], [-0.227, -0.195, 0.137], [0.273, -0.038, 0.648], [3.208, 0.987, 2.615], [-0.395, 0.046, 0.012], [-1.005, 0.022, -1.509], [-1.203, -0.174, -0.513], [-0.628, 0.066, 1.200], [1.261, -1.626, -1.585], [-0.394, 1.519, -0.298], [0.718, 0.295, -0.210], [-1.041, 1.514, -1.056], [-0.557, -0.228, 0.209]]}

---

4.
{"formula": "C7H10O2", "method": "the ωB97M-V functional and the def2-TZVPD basis", "homo_ev": -8.5, "energy_ev": -11515.789, "spin_multiplicity": 1, "species": ["C", "C", "C", "C", "C", "O", "C", "C", "H", "H", "H", "H", "H", "H", "H", "H", "O", "H", "H"], "positions_angstrom": [[0.000, 0.000, 0.000], [0.551, 1.341, 0.326], [1.012, 2.212, -0.704], [1.481, 3.502, -0.419], [1.424, 4.005, 0.872], [1.816, 5.301, 1.126], [1.081, 3.088, 1.905], [0.679, 1.797, 1.624], [-0.112, -0.022, -1.097], [-1.001, -0.069, 0.457], [0.590, -0.878, 0.311], [1.021, 1.792, -1.718], [1.752, 4.139, -1.271], [2.045, 5.918, 0.389], [1.103, 3.490, 2.926], [0.267, 1.133, 2.395], [4.910, 3.090, 0.702], [4.258, 3.717, 1.089], [5.064, 2.424, 1.410]], "atomic_forces_ev_per_a": [[-0.662, -0.225, -0.565], [1.501, 1.231, -1.065], [-0.148, -0.885, 0.865], [-0.842, -0.393, -1.004], [0.577, -0.822, -0.642], [0.063, 0.446, 0.805], [0.418, 2.071, 0.286], [-0.970, -0.163, 0.248], [-0.136, -0.394, 0.427], [0.285, -0.272, -0.256], [-0.063, 0.519, 0.007], [0.004, 0.545, 0.307], [0.095, -0.169, 0.482], [-0.538, -1.584, 0.409], [-0.066, -0.375, -0.361], [0.524, 0.456, 0.057], [-0.408, -0.024, 1.096], [0.602, -0.712, -0.350], [-0.234, 0.746, -0.746]]}

---

5.
{"formula": "C7H11B", "method": "the ωB97M-V functional and the def2-TZVPD basis", "homo_ev": -9.2, "energy_ev": -8110.934, "spin_multiplicity": 1, "species": ["C", "B", "C", "C", "C", "C", "C", "C", "H", "H", "H", "H", "H", "H", "H", "H", "H", "H", "H"], "positions_angstrom": [[2.231, -1.130, 0.625], [1.231, 0.130, 0.161], [1.979, 1.515, -0.207], [-0.305, 0.064, 0.230], [-1.269, -0.808, 0.707], [-2.609, -0.658, 0.107], [-2.493, 0.353, -0.947], [-1.278, 0.729, -1.184], [3.180, -1.095, 0.072], [1.808, -2.061, 0.468], [2.516, -1.091, 1.664], [1.994, 1.913, 0.913], [1.639, 2.347, -0.818], [3.055, 1.364, -0.340], [-0.968, -1.341, 1.569], [-3.425, -0.460, 0.896], [-2.988, -1.668, -0.344], [-3.305, 0.382, -1.696], [-0.993, 1.515, -1.876]], "atomic_forces_ev_per_a": [[0.003, 2.847, -0.884], [1.563, 0.245, 0.531], [0.467, -0.498, 2.723], [-3.870, -0.679, -3.844], [2.599, 2.685, -0.518], [-2.274, -2.324, 1.330], [-2.085, -1.521, -1.548], [3.491, 0.905, 3.181], [-0.235, 0.083, 0.018], [-1.016, -1.938, -0.343], [-0.049, 0.261, 0.622], [-0.243, -0.433, -1.778], [-0.420, -0.294, -0.039], [-0.159, -0.009, -0.401], [-0.408, -1.045, 0.778], [1.191, -0.035, -1.012], [0.742, 1.523, 0.653], [0.312, 0.649, 0.614], [0.392, -0.422, -0.085]]}

---

6.
{"formula": "C7H11BO2", "method": "the ωB97M-V functional and the def2-TZVPD basis", "homo_ev": [-6.9, -6.9], "energy_ev": -12203.270, "spin_multiplicity": 1, "species": ["B", "C", "C", "C", "C", "C", "C", "C", "O", "O", "H", "H", "H", "H", "H", "H", "H", "H", "H", "H", "H"], "positions_angstrom": [[-2.331, 0.589, -0.191], [-0.318, -2.740, 0.540], [3.007, -0.263, -0.828], [-1.388, -1.953, 0.339], [1.694, 0.095, -0.905], [-1.664, -0.632, 0.333], [1.036, 0.628, 0.175], [1.376, 1.785, 0.977], [-1.647, 1.775, -0.349], [-3.685, 0.471, -0.430], [-0.396, -3.811, 0.522], [0.657, -2.307, 0.668], [3.426, -0.997, -1.494], [3.613, 0.027, 0.012], [-2.362, -2.428, 0.154], [1.086, -0.319, -1.699], [0.580, 2.498, 0.751], [1.292, 1.565, 2.043], [2.344, 2.245, 0.746], [-2.190, 2.501, -0.654], [-4.131, 1.270, -0.710]], "atomic_forces_ev_per_a": [[-0.089, 0.081, -0.030], [-0.021, -0.064, -0.102], [-0.624, 0.235, 0.104], [0.495, -0.575, 0.124], [1.085, -0.286, -0.785], [0.476, 0.837, 0.089], [-1.774, -0.508, 1.066], [0.698, -0.107, -0.146], [0.402, 0.173, -0.028], [-0.265, -0.222, -0.045], [-0.124, -0.150, -0.048], [0.185, 0.153, 0.083], [0.013, -0.123, -0.158], [0.144, 0.177, 0.186], [-0.179, -0.040, -0.027], [-0.050, -0.048, -0.197], [-0.148, 0.087, -0.008], [-0.134, 0.023, -0.013], [0.085, 0.122, 0.011], [-0.147, 0.143, -0.080], [-0.029, 0.091, 0.002]]}